[1]
The ion C9H12NO2S with charge +1. Source: the OMol25 dataset; level of theory: ωB97M-V with the def2-TZVPD basis set.

Each line ends with the Mulliken charge.
Geometry (Å):
C1 1.856 1.938 -1.442  -0.179
N1 1.315 1.029 -0.562  0.192
C2 -0.012 0.799 -0.285  -0.656
C3 -0.672 1.734 0.458  -0.405
C4 -1.970 1.379 0.930  -0.647
C5 -2.520 0.205 0.610  -0.532
C6 -1.883 -0.709 -0.276  0.793
C7 -2.498 -2.045 -0.684  -1.267
C8 -0.570 -0.459 -0.682  0.018
S1 2.749 -0.170 0.052  1.022
C9 1.958 -0.940 1.533  -0.674
O1 3.806 0.661 0.359  -0.479
O2 2.724 -0.941 -1.204  -0.506
H1 2.943 1.828 -1.572  0.304
H2 1.170 2.469 -2.142  0.321
H3 -0.354 2.734 0.736  0.459
H4 -2.482 2.009 1.649  0.391
H5 -3.391 -0.349 1.044  0.273
H6 -1.706 -2.732 -0.517  0.351
H7 -3.357 -2.171 0.006  0.364
H8 -2.819 -2.051 -1.683  0.330
H9 0.179 -1.097 -1.198  0.512
H10 2.617 -0.555 2.208  0.456
H11 0.952 -0.526 1.409  0.197
H12 1.966 -2.042 1.253  0.360

Properties
ΔE to the lowest compared entry with this formula, charge and spin in kcal per mole: 41.1
Net charge: +1
E_LUMO in hartree: -0.186
Multiplicity: 1

***

[2]
A cluster of 2 separate species, C3H10NS in total. Source: the OMol25 dataset; level of theory: ωB97M-V with the def2-TZVPD basis set.

Each line ends with the Mulliken charge.
Geometry (Å):
C1 -2.101 -1.036 0.182  -0.821
C2 2.024 0.222 -0.014  -0.907
C3 -0.337 0.369 -0.375  -0.607
N1 0.705 -0.337 0.427  -0.224
S1 -0.767 1.954 0.076  -0.103
H1 -1.999 -2.083 0.326  0.355
H2 -2.375 -0.409 1.031  0.337
H3 -2.851 -0.894 -0.581  0.314
H4 1.975 1.233 0.123  0.386
H5 2.809 -0.154 0.657  0.357
H6 2.183 -0.081 -1.005  0.408
H7 -0.030 0.138 -1.352  0.470
H8 0.419 -0.148 1.434  0.400
H9 0.849 -1.370 0.240  0.410
H10 -0.503 2.595 -1.169  0.224

Properties
ΔE to the lowest compared entry with this formula, charge and spin in kcal per mole: 89.0
Net charge: +1
E_LUMO in hartree: -0.147
Multiplicity: 1